(1)
Below is a cluster of 10 separate species, C50H130N10O15 in total in a non-equilibrium geometry, with properties calculated with wB97M-V/def2-TZVPD.

The geometry in ORCA input format:
```
! RIJCOSX wB97M-V def2-TZVPD def2/J DEFGRID3
* xyz 0 1
C 17.7102 -19.8057 13.5473
O 18.2145 -19.5773 12.2764
C 19.0845 -18.3960 12.2974
C 20.6087 -18.7950 12.3785
N 21.1565 -19.0871 13.7485
C 22.3784 -19.9764 13.8728
C 22.8170 -20.4625 15.3140
O 23.9164 -21.4526 15.3170
C 25.2282 -20.7775 15.1355
H 18.0969 -20.7604 13.9037
H 16.6388 -20.0034 13.5141
H 18.0681 -19.1288 14.3230
H 18.7886 -17.6728 13.0574
H 18.8422 -18.1534 11.2628
H 21.1144 -18.0055 11.8224
H 20.6812 -19.6346 11.6872
H 20.9467 -18.4495 14.5032
H 23.1570 -19.4714 13.3011
H 22.0304 -20.7850 13.2300
H 21.8841 -20.8243 15.7465
H 23.1074 -19.5695 15.8674
H 25.6557 -20.5866 16.1199
H 25.0453 -19.9260 14.4801
H 25.9546 -21.5033 14.7697
C 13.7397 -10.4526 13.9732
O 12.6260 -11.0630 14.6672
C 12.7618 -11.0108 16.1070
C 11.5324 -11.5270 16.8058
N 10.3604 -11.2633 15.9322
C 9.9600 -9.8868 15.5834
C 10.0184 -8.7836 16.6882
O 9.1646 -7.7281 16.3718
C 7.7891 -7.6988 16.8132
H 13.6751 -10.6861 12.9105
H 14.6645 -10.9128 14.3211
H 13.5762 -9.3749 13.9714
H 12.9756 -9.9599 16.3019
H 13.6207 -11.6383 16.3448
H 11.4564 -10.9727 17.7412
H 11.6876 -12.5724 17.0727
H 10.5258 -11.7681 15.0732
H 8.9455 -9.7789 15.1995
H 10.5101 -9.5466 14.7060
H 10.9684 -8.2690 16.8325
H 9.7356 -9.2405 17.6365
H 7.0344 -8.2450 16.2474
H 7.4784 -6.6543 16.7886
H 7.8502 -7.9673 17.8679
C 7.8799 -19.4035 15.0045
O 8.9722 -20.2449 15.4701
C 9.9045 -20.5734 14.3768
C 10.8243 -21.6437 14.9087
N 11.8712 -21.2166 15.8680
C 12.8946 -20.3449 15.1868
C 13.4407 -19.3468 16.1447
O 12.6302 -18.1621 16.3240
C 13.2580 -17.2455 17.1441
H 8.1172 -18.3662 14.7681
H 7.1880 -19.2261 15.8279
H 7.3608 -19.7923 14.1285
H 10.4221 -19.7577 13.8720
H 9.2968 -20.9843 13.5706
H 11.2572 -22.1068 14.0220
H 10.1689 -22.4067 15.3288
H 11.1929 -20.5797 16.2610
H 12.6002 -19.9639 14.2089
H 13.6477 -21.0531 14.8414
H 14.4215 -19.0068 15.8120
H 13.5217 -19.8379 17.1144
H 13.7836 -17.6254 18.0201
H 12.5851 -16.4864 17.5429
H 13.9529 -16.6434 16.5587
C 7.9079 -10.6196 20.0427
O 8.7175 -11.7508 19.6066
C 7.9889 -12.8417 19.0990
C 9.0793 -13.9671 18.9002
N 9.4991 -13.8897 17.5394
C 10.4367 -14.9782 17.1716
C 10.6969 -15.1997 15.7089
O 11.2978 -14.0593 15.2048
C 11.8838 -14.1127 13.9197
H 8.5684 -9.8945 20.5183
H 7.2515 -10.8906 20.8695
H 7.3346 -10.4187 19.1377
H 7.5328 -12.5245 18.1612
H 7.1693 -13.2952 19.6564
H 8.5235 -14.8692 19.1563
H 9.9549 -13.9180 19.5474
H 9.6075 -12.9868 17.0998
H 10.0517 -15.8926 17.6228
H 11.3735 -14.7301 17.6706
H 9.8768 -15.5858 15.1036
H 11.4996 -15.9289 15.5993
H 11.0402 -14.0019 13.2385
H 12.5419 -14.9770 13.8299
H 12.5012 -13.2153 13.9589
C 25.2866 -15.3218 15.1542
O 24.9520 -13.9668 14.9879
C 25.3560 -13.3423 13.8034
C 24.4894 -12.1193 13.4730
N 23.1206 -12.4585 12.9648
C 22.6181 -11.3949 12.0212
C 22.3571 -9.8814 12.5602
O 23.5635 -9.1470 12.8696
C 24.4788 -8.8533 11.7995
H 24.7810 -16.0386 14.5071
H 24.9284 -15.6713 16.1225
H 26.3624 -15.4973 15.1516
H 25.2989 -13.9834 12.9237
H 26.3480 -12.8993 13.8910
H 25.0311 -11.6728 12.6392
H 24.4784 -11.4292 14.3166
H 22.5238 -12.8250 13.6925
H 21.7798 -11.8793 11.5205
H 23.3836 -11.4177 11.2455
H 21.7368 -9.8576 13.4561
H 21.8779 -9.4826 11.6660
H 24.7587 -7.8065 11.9181
H 24.0858 -9.0478 10.8016
H 25.4738 -9.2902 11.8845
C 21.1921 -12.7565 7.4977
C 19.8993 -13.6224 6.9944
C 18.8320 -13.9041 8.1120
O 19.3422 -14.3556 9.3606
C 19.8856 -15.7227 9.3600
N 19.3619 -12.8255 5.9556
H 20.8719 -11.8146 7.9431
H 21.9143 -12.4481 6.7417
H 21.7915 -13.2428 8.2673
H 20.2522 -14.5528 6.5496
H 18.0250 -14.5250 7.7230
H 18.2775 -13.0312 8.4565
H 20.1115 -16.0169 10.3849
H 20.8542 -15.7067 8.8602
H 19.1317 -16.4229 9.0000
H 20.0604 -12.3069 5.4424
H 18.8714 -13.4346 5.3165
C 15.3171 -14.2609 14.3065
C 16.8375 -13.9096 14.5253
C 17.8052 -14.6534 13.4976
O 19.0775 -14.3450 14.0123
C 20.1233 -14.7189 13.1158
N 16.8991 -12.5069 14.5148
H 15.0627 -13.6901 13.4135
H 14.6521 -13.8157 15.0466
H 15.1944 -15.3420 14.2419
H 17.0505 -14.3713 15.4894
H 17.5800 -14.1409 12.5623
H 17.8336 -15.7353 13.3678
H 21.0418 -14.4817 13.6527
H 20.0782 -14.0719 12.2397
H 20.1721 -15.7545 12.7793
H 16.5170 -12.1064 15.3596
H 17.8847 -12.2981 14.5872
C 19.2625 -17.3715 16.9377
C 20.6044 -16.7104 17.4247
C 20.5521 -15.2659 17.2171
O 21.9755 -14.9080 17.2890
C 22.1695 -13.6369 16.7815
N 20.8954 -16.9696 18.7859
H 18.8347 -17.0979 15.9733
H 18.4835 -17.2327 17.6874
H 19.3600 -18.4364 16.7267
H 21.4733 -17.1555 16.9400
H 19.9072 -14.6652 17.8585
H 20.1397 -15.1003 16.2218
H 21.7684 -12.8116 17.3697
H 21.6937 -13.6247 15.8009
H 23.2414 -13.4689 16.6769
H 21.5215 -16.2132 19.0227
H 20.0927 -16.7306 19.3503
C 14.9195 -18.5766 10.2264
C 15.5455 -17.6648 9.0724
C 16.4213 -16.4618 9.7301
O 15.5795 -15.6299 10.5173
C 14.7465 -14.7868 9.7407
N 16.4389 -18.5786 8.3424
H 14.2786 -17.9574 10.8540
H 15.6712 -18.9100 10.9419
H 14.3985 -19.4683 9.8776
H 14.8121 -17.1078 8.4893
H 16.8975 -15.7244 9.0839
H 17.2558 -16.7919 10.3487
H 14.4978 -14.1055 10.5544
H 13.8594 -15.2887 9.3542
H 15.2018 -14.1954 8.9463
H 17.0939 -18.9882 8.9930
H 15.6944 -19.1862 8.0316
C 20.3700 -8.6279 16.0742
C 19.6955 -9.9766 16.0203
C 18.3072 -10.1141 16.6661
O 17.3313 -9.2167 16.1772
C 16.2086 -9.1288 16.9732
N 19.4916 -10.3507 14.5933
H 20.3564 -8.3074 17.1159
H 20.0700 -7.9359 15.2872
H 21.4538 -8.6661 15.9649
H 20.2590 -10.6973 16.6129
H 18.5007 -9.8483 17.7054
H 18.0532 -11.1603 16.4958
H 16.3693 -8.7529 17.9836
H 15.6874 -10.0851 17.0194
H 15.5133 -8.3577 16.6415
H 20.3700 -10.4048 14.0976
H 18.9295 -9.6140 14.1915
*
```

ΔE to the lowest compared entry with this formula, charge and spin   198.4 kcal/mol
Energy   -99553.767 eV
LUMO   0.6 eV
HOMO energy   -7.7 eV
Frontier orbital gap   8.28 eV
SMILES   COC[C@H](C)N.COC[C@H](C)N.COC[C@H](C)N.COC[C@H](C)N.COC[C@H](C)N.COCCNCCOC.COCCNCCOC.COCCNCCOC.COCCNCCOC.COCCNCCOC

Atom charges from the Löwdin analysis, given in e for atoms 1 to 99: atom 1 (C): -0.142, atom 2 (O): -0.195, atom 3 (C): -0.176, atom 4 (C): -0.171, atom 5 (N): -0.065, atom 6 (C): -0.174, atom 7 (C): -0.173, atom 8 (O): -0.204, atom 9 (C): -0.066, atom 10 (H): 0.083, atom 11 (H): 0.078, atom 12 (H): 0.072, atom 13 (H): 0.087, atom 14 (H): 0.097, atom 15 (H): 0.088, atom 16 (H): 0.115, atom 17 (H): 0.084, atom 18 (H): 0.094, atom 19 (H): 0.107, atom 20 (H): 0.114, atom 21 (H): 0.104, atom 22 (H): 0.079, atom 23 (H): 0.072, atom 24 (H): 0.079, atom 25 (C): -0.066, atom 26 (O): -0.255, atom 27 (C): -0.198, atom 28 (C): -0.177, atom 29 (N): -0.044, atom 30 (C): -0.160, atom 31 (C): -0.221, atom 32 (O): -0.208, atom 33 (C): -0.074, atom 34 (H): 0.083, atom 35 (H): 0.066, atom 36 (H): 0.089, atom 37 (H): 0.109, atom 38 (H): 0.108, atom 39 (H): 0.118, atom 40 (H): 0.090, atom 41 (H): 0.088, atom 42 (H): 0.108, atom 43 (H): 0.105, atom 44 (H): 0.120, atom 45 (H): 0.106, atom 46 (H): 0.081, atom 47 (H): 0.081, atom 48 (H): 0.074, atom 49 (C): -0.101, atom 50 (O): -0.187, atom 51 (C): -0.211, atom 52 (C): -0.231, atom 53 (N): -0.022, atom 54 (C): -0.203, atom 55 (C): -0.202, atom 56 (O): -0.179, atom 57 (C): -0.146, atom 58 (H): 0.073, atom 59 (H): 0.082, atom 60 (H): 0.080, atom 61 (H): 0.115, atom 62 (H): 0.113, atom 63 (H): 0.114, atom 64 (H): 0.119, atom 65 (H): 0.079, atom 66 (H): 0.109, atom 67 (H): 0.115, atom 68 (H): 0.117, atom 69 (H): 0.127, atom 70 (H): 0.093, atom 71 (H): 0.063, atom 72 (H): 0.084, atom 73 (C): -0.076, atom 74 (O): -0.219, atom 75 (C): -0.217, atom 76 (C): -0.205, atom 77 (N): -0.069, atom 78 (C): -0.194, atom 79 (C): -0.223, atom 80 (O): -0.229, atom 81 (C): -0.071, atom 82 (H): 0.086, atom 83 (H): 0.076, atom 84 (H): 0.080, atom 85 (H): 0.115, atom 86 (H): 0.110, atom 87 (H): 0.105, atom 88 (H): 0.115, atom 89 (H): 0.069, atom 90 (H): 0.122, atom 91 (H): 0.099, atom 92 (H): 0.128, atom 93 (H): 0.095, atom 94 (H): 0.099, atom 95 (H): 0.085, atom 96 (H): 0.065, atom 97 (C): -0.112, atom 98 (O): -0.192, atom 99 (C): -0.234


(2)
Below is a structure of composition C15H28LuNO2 in a non-equilibrium geometry, with properties calculated with wB97M-V/def2-TZVPD.

The geometry in ORCA input format:
```
! RIJCOSX wB97M-V def2-TZVPD def2/J DEFGRID3
* xyz 2 1
C -2.3301 0.7762 0.5146
H -3.0635 1.4221 0.9942
H -1.8431 1.4223 -0.2786
H -1.5434 0.5972 1.4667
C -2.9832 -0.4819 -0.0623
H -2.4073 -0.9146 -0.9028
H -3.0705 -1.2776 0.6947
C -4.3827 -0.0859 -0.5790
H -4.9421 -0.9445 -0.9657
H -4.9689 0.3705 0.2337
H -4.3098 0.6576 -1.3854
C 1.8453 -0.1170 -0.7792
C 0.9017 -0.5832 -1.7546
C 0.0622 0.5234 -2.1124
C 0.4661 1.6552 -1.3299
C 1.5454 1.2507 -0.4849
C 2.3652 2.1243 0.3938
C -0.0248 3.0491 -1.4951
C -0.9812 0.5217 -3.1747
C 0.8531 -1.9702 -2.2915
C 2.9802 -0.9041 -0.2272
Lu -0.4387 -0.1032 0.2144
H 0.2606 3.6752 -0.6417
H 0.4073 3.5102 -2.3979
H -1.1170 3.1028 -1.5991
H 1.8820 3.0938 0.5544
H 2.5321 1.6641 1.3779
H 3.3547 2.3129 -0.0526
H 2.7192 -1.9663 -0.1105
H 3.8559 -0.8533 -0.8982
H 3.2999 -0.5205 0.7520
H -0.1001 -2.1717 -2.7977
H 1.6635 -2.1419 -3.0182
H 0.9712 -2.7115 -1.4851
H -1.8713 1.1046 -2.8903
H -0.5939 0.9644 -4.1071
H -1.3138 -0.4979 -3.4126
N 1.1883 -1.2812 4.4569
C 1.3685 -2.1237 3.2233
C 0.5503 -1.4582 2.1993
O 0.4119 -0.1801 2.3640
O -0.0292 -2.0517 1.2118
H 1.2958 -0.2861 4.1875
H 1.8308 -1.5223 5.2201
H 0.2381 -1.4053 4.8419
H 2.4212 -2.0936 2.9288
H 1.0439 -3.1506 3.4041
*
```

ΔE to the lowest compared entry with this formula, charge and spin   0.0 kcal/mol
Energy   -55201.308 eV
LUMO   -6.4 eV
HOMO energy   -14.2 eV
Frontier orbital gap   7.86 eV

Taken from the Löwdin analysis, the atomic charges in e are: atom 1 (C): -0.202, atom 2 (H): 0.128, atom 3 (H): 0.089, atom 4 (H): 0.107, atom 5 (C): -0.294, atom 6 (H): 0.103, atom 7 (H): 0.132, atom 8 (C): -0.055, atom 9 (H): 0.099, atom 10 (H): 0.099, atom 11 (H): 0.095, atom 12 (C): -0.305, atom 13 (C): -0.317, atom 14 (C): -0.313, atom 15 (C): -0.313, atom 16 (C): -0.303, atom 17 (C): -0.022, atom 18 (C): -0.024, atom 19 (C): -0.023, atom 20 (C): -0.021, atom 21 (C): -0.023, atom 22 (Lu): 1.669, atom 23 (H): 0.082, atom 24 (H): 0.113, atom 25 (H): 0.081, atom 26 (H): 0.080, atom 27 (H): 0.074, atom 28 (H): 0.112, atom 29 (H): 0.083, atom 30 (H): 0.114, atom 31 (H): 0.077, atom 32 (H): 0.082, atom 33 (H): 0.112, atom 34 (H): 0.082, atom 35 (H): 0.080, atom 36 (H): 0.112, atom 37 (H): 0.082, atom 38 (N): 0.211, atom 39 (C): -0.012, atom 40 (C): -0.577, atom 41 (O): -0.115, atom 42 (O): -0.062, atom 43 (H): 0.172, atom 44 (H): 0.191, atom 45 (H): 0.192, atom 46 (H): 0.163, atom 47 (H): 0.165


What is the formula in the first record?
C50H130N10O15


The lowest LUMO belongs to which entry?
C15H28LuNO2